(1)
Density functional theory data (wB97M-V/def2-TZVPD) for a 2-piece molecular cluster, C8H11FN2O overall at a distorted geometry.

Structure (XYZ):
```
23
Properties=species:S:1:pos:R:3:forces:R:3:mulliken_charge:R:1
C -2.006385 0.206386 3.229123 1.321 2.341 -1.596 -0.67
C -1.619608 -0.028980 1.959965 -0.488 -2.136 -0.789 -0.02
C -1.709480 2.161408 2.384672 0.286 1.639 -0.478 0.05
C -1.190470 1.451301 0.090375 0.183 0.113 -2.400 0.35
C 2.588329 -1.676207 -1.020430 -1.501 -1.707 -0.443 -1.09
C 0.167870 -0.111612 -2.770689 -0.443 -2.941 0.093 -1.15
C 1.683588 -0.531371 -0.561520 0.528 1.924 -0.577 -0.43
C 0.378106 -0.490972 -1.302867 0.705 1.310 0.523 0.57
N -1.973705 1.578626 3.482786 -0.682 -0.506 1.029 -0.56
N -1.445672 1.221382 1.382616 -0.330 -0.334 1.459 0.14
O -1.527354 2.423334 -0.501205 0.428 0.150 -0.187 -0.46
F -0.278099 -1.578886 -0.867658 -1.304 -0.591 -0.719 -0.30
H -2.048304 -0.419118 4.020639 -0.668 -2.110 2.093 0.46
H -1.627986 -1.030126 1.393464 0.388 2.125 0.776 0.30
H -1.649220 3.286999 2.298903 0.077 -1.719 -0.448 0.32
H 2.798652 -1.452769 -2.089042 0.471 -0.537 0.742 0.29
H 2.024234 -2.682876 -0.970439 0.648 1.546 -0.260 0.25
H 3.457562 -1.873467 -0.392524 0.192 0.592 -0.289 0.37
H 0.628201 -1.043407 -3.323002 -0.946 1.595 0.506 0.34
H -0.949103 -0.129484 -2.939507 1.277 0.151 -0.105 0.29
H 0.637776 0.775618 -3.210055 -0.116 -0.109 0.808 0.31
H 1.469324 -0.483542 0.507247 0.055 -0.371 0.005 0.35
H 2.191743 0.427763 -0.800851 -0.079 -0.424 0.256 0.29
```
Positions in Å, forces in eV/Å.

Properties
Electronic energy   -16215.3401 eV
HOMO energy (spin up / spin down)   -7.8 / -8.7 eV
Energy relative to the best compared isomer or geometry (same formula, charge and spin)   3.869 eV
Orbital gap (spin up / spin down)   0.2747 / 0.3432 Eh
LUMO (spin up / spin down)   -0.34 / 0.68 eV

---

(2)
Density functional theory data (wB97M-V/def2-TZVPD) for a 2-piece molecular cluster, C7H7BN2S overall at a distorted geometry.

Structure (XYZ):
```
18
Properties=species:S:1:pos:R:3:forces:R:3:mulliken_charge:R:1
B 0.542641 -2.234953 1.794473 2.252 -0.440 -3.145 0.12
C 1.635978 -2.317154 -1.544052 -0.231 -0.073 0.572 -0.35
C 0.233053 0.093930 1.029300 0.785 1.004 0.222 0.01
C -1.734352 -1.216711 1.174072 3.460 -0.146 1.325 -0.48
C -2.013323 0.865608 0.321775 3.237 -2.130 0.610 -0.43
C -0.283116 -1.159472 1.309730 -3.573 1.752 0.086 0.44
C -0.586178 1.095565 0.437211 -1.950 -1.466 0.519 0.35
C 1.785296 2.038813 -0.575934 -1.908 1.230 -0.421 -0.76
N 1.180981 -2.595596 -0.495189 -0.041 0.073 0.876 -0.38
N -2.510504 -0.283948 0.789588 -1.340 1.421 -0.816 -0.57
S 0.012160 2.596265 -0.081899 1.615 1.092 -1.321 -0.12
H 1.509575 -2.862875 1.980295 -0.415 -0.384 0.979 0.13
H 1.281443 0.308773 1.353295 -0.989 -0.040 -0.842 0.23
H -2.130218 -1.948596 1.766431 -1.624 -2.437 0.646 0.46
H -2.741165 1.439756 -0.169264 -0.345 1.442 -0.496 0.50
H 2.274842 2.806573 -1.211529 -0.557 -0.594 0.425 0.33
H 1.707903 1.053454 -1.017282 0.134 -0.041 -0.212 0.27
H 2.161949 2.036277 0.399410 1.490 -0.263 0.992 0.26
```
Positions in Å, forces in eV/Å.

Properties
Electronic energy   -21858.3356 eV
HOMO energy   -8.8 eV
Orbital gap   0.2491 Eh
LUMO   -2.01 eV

---

(3)
Density functional theory data (wB97M-V/def2-TZVPD) for C52H47F5N6S4Yb as an isolated structure at a distorted geometry.

Structure (XYZ):
```
115
Properties=species:S:1:pos:R:3:forces:R:3:mulliken_spin:R:1
Yb 12.745546 13.171051 13.050892 0.198 -0.030 -0.398 1.01
S 14.506526 14.586235 14.568038 0.221 -0.910 -0.272 0.00
C 13.511327 15.810850 15.236727 -0.579 1.073 -0.112 0.00
C 14.145434 16.888296 15.849231 2.215 -0.767 0.194 0.00
C 13.593888 17.905025 16.554037 -2.777 0.673 -0.763 0.00
C 14.419134 18.788411 17.309877 -2.223 -1.864 -1.706 0.00
N 14.993406 19.385648 18.069821 2.009 2.079 2.086 0.00
C 12.145068 18.010035 16.445377 1.410 -1.363 0.385 0.00
C 11.482181 16.981352 15.757002 1.592 0.281 0.916 0.00
C 12.118559 15.864539 15.200757 -0.485 -0.127 -0.421 0.00
S 11.087066 14.613887 14.488346 0.179 0.258 0.265 0.00
C 11.382161 18.973397 17.168251 0.032 0.423 -0.826 0.00
N 10.724947 19.835069 17.549527 -0.142 0.060 0.510 0.00
H 15.231625 16.847858 15.858251 -0.021 -0.070 -0.022 0.00
H 10.443722 16.922106 15.806482 -1.673 0.310 -0.127 0.00
C 10.117438 10.152199 16.474484 0.732 0.032 -0.737 0.00
C 10.470940 11.677047 16.466733 -2.191 -0.653 1.723 0.00
C 9.415352 12.408628 17.400706 -0.560 -0.522 -1.230 0.00
C 11.871965 11.813458 16.935184 2.442 1.044 0.175 0.00
C 12.253081 12.183083 18.224228 0.700 -1.446 1.314 0.00
C 13.587415 11.995719 18.702773 -1.661 0.779 -1.539 0.00
C 14.588953 11.693450 17.785738 -0.871 0.374 1.254 0.00
C 14.359578 11.589464 16.430718 -2.435 0.299 0.746 0.00
C 15.507221 11.563356 15.508429 0.313 -1.022 -1.577 0.00
C 16.706958 12.351956 16.001018 0.966 -0.592 -0.048 0.00
C 15.895693 10.098914 15.086928 0.993 0.764 0.868 0.00
C 12.980726 11.619515 16.063690 0.057 -0.391 -0.365 0.00
N 12.606961 11.424735 14.694399 0.088 0.620 -1.224 -0.01
C 12.473517 10.218903 14.278903 0.406 -0.020 -0.247 0.00
C 11.998717 9.712775 12.976982 0.555 0.754 0.971 0.00
C 12.160772 8.334949 12.845109 -0.816 0.298 -0.670 0.00
C 11.659820 7.628649 11.771983 0.892 -0.566 0.584 0.00
C 10.976373 8.334099 10.831882 -2.373 0.781 -1.891 0.00
C 10.804491 9.727469 10.931891 -0.286 -1.191 -1.261 0.00
C 11.378803 10.497942 11.932824 0.033 -0.705 1.353 0.00
N 11.250077 11.850764 11.979236 1.079 0.179 -0.263 0.00
C 10.407938 12.387889 10.970894 -2.496 0.408 0.976 0.00
C 10.750262 12.656894 9.649850 0.956 0.184 -1.256 0.00
C 9.804032 13.070259 8.704737 -0.693 0.180 0.453 0.00
C 8.493862 13.340404 9.086761 0.757 -0.376 1.250 0.00
C 8.115385 13.139805 10.421963 0.527 -1.148 0.088 0.00
C 9.047648 12.606177 11.371751 -0.960 0.969 -1.186 0.00
C 8.518779 12.367200 12.789901 0.169 -1.805 -0.893 0.00
C 7.792907 13.537657 13.356885 -1.798 2.047 -0.542 0.00
C 7.703517 11.012833 12.850032 -0.218 1.201 -0.002 0.00
C 12.191149 12.548922 9.171464 1.653 0.293 1.550 0.00
C 12.564249 13.470799 8.032793 1.547 0.753 -0.222 0.00
C 12.668722 11.114976 8.979265 -0.888 -0.098 -1.495 0.00
H 9.162009 9.866748 16.022555 0.123 0.407 -0.231 0.00
H 10.061482 9.824980 17.487323 0.002 -0.219 1.009 0.00
H 10.927430 9.537448 16.022810 -0.669 0.429 0.118 0.00
H 10.277329 12.094583 15.506310 0.403 0.216 -0.930 0.00
H 9.557304 12.172818 18.448961 -0.128 -0.353 0.147 0.00
H 8.356622 12.071124 17.073892 1.664 0.666 0.574 0.00
H 9.502907 13.504076 17.330542 -0.087 -0.350 -0.257 0.00
H 11.525344 12.360214 19.014812 -0.083 0.254 -0.401 0.00
H 13.746702 12.249921 19.742311 0.400 -0.293 -0.021 0.00
H 15.567363 11.604016 18.164987 1.155 -0.044 0.252 0.00
H 15.197729 12.059966 14.573053 0.023 -0.291 0.256 0.00
H 17.282501 11.887985 16.820315 -0.102 -0.388 -0.514 0.00
H 16.476143 13.308312 16.413906 -0.603 0.823 -0.062 0.00
H 17.356325 12.504605 15.127765 0.129 -0.030 0.388 0.00
H 16.278056 9.541886 15.955567 -0.437 0.088 0.111 0.00
H 16.762524 10.102679 14.414714 -0.556 0.163 -0.125 0.00
H 15.063693 9.564776 14.651518 -0.093 -0.084 -0.244 0.00
H 12.818044 9.500413 15.029926 -0.359 -0.591 -0.425 0.00
H 12.567732 7.772548 13.637721 0.724 -0.343 0.932 0.00
H 11.845875 6.564470 11.696368 -0.228 0.019 -0.008 0.00
H 10.376811 7.788571 10.016742 1.278 0.901 1.088 0.00
H 10.313299 10.274641 10.123851 -0.080 -0.563 0.313 0.00
H 10.041833 13.201111 7.648196 0.306 0.041 0.437 0.00
H 7.822902 13.760077 8.376571 -0.637 0.065 -0.468 0.00
H 7.041310 13.209565 10.679050 0.813 0.275 0.054 0.00
H 9.374173 12.142953 13.394292 0.682 0.178 0.496 0.00
H 6.805051 13.797810 12.805867 1.549 -0.554 0.720 0.00
H 8.376510 14.487379 13.397051 -0.133 -0.767 -0.353 0.00
H 7.513904 13.397205 14.386939 -0.176 -0.421 0.543 0.00
H 6.770196 11.082488 12.297261 -0.363 0.318 0.054 0.00
H 7.479091 10.696618 13.878059 0.126 0.201 -0.192 0.00
H 8.219639 10.228938 12.338135 0.751 -0.534 -0.105 0.00
H 12.845925 12.914714 10.033419 -0.845 -0.294 -0.848 0.00
H 12.101058 13.295840 7.073603 -0.354 -0.389 -0.290 0.00
H 13.692451 13.438340 7.835900 -1.553 -0.007 0.419 0.00
H 12.307120 14.499300 8.316225 0.105 -0.039 -0.139 0.00
H 11.955881 10.625711 8.269631 0.265 -0.110 0.732 0.00
H 12.705609 10.652345 9.949257 0.158 -0.542 -0.207 0.00
H 13.628446 11.015762 8.462962 0.150 0.408 0.382 0.00
N 15.110264 15.457023 11.582981 0.530 0.691 -0.155 0.00
C 13.883007 15.796893 11.165294 -0.339 0.943 -2.073 0.00
N 12.740936 15.240253 11.419066 -0.121 -0.313 1.078 0.00
C 11.660049 15.897813 10.781006 0.699 0.109 -0.134 0.00
C 10.295423 15.719397 11.084612 -0.390 1.053 -1.033 0.00
C 9.365829 16.371007 10.255196 2.093 0.203 0.076 0.00
C 9.824782 17.218309 9.225406 -1.631 -0.221 0.867 0.00
C 11.120581 17.548193 9.068037 2.173 -0.467 -0.142 0.00
C 12.098042 16.848535 9.822819 -1.920 0.147 0.153 0.00
S 13.800892 17.071068 9.883552 0.185 -0.580 0.604 0.00
H 15.117631 15.076874 12.523398 0.316 -0.085 0.475 0.00
H 15.847298 16.141900 11.365959 -0.607 -0.731 0.285 0.00
H 9.950406 15.240419 11.988733 0.307 -0.404 -0.146 0.00
H 8.327335 16.355374 10.446354 -0.910 -0.384 0.262 0.00
H 9.119351 17.771500 8.631723 -0.401 -0.038 -0.147 0.00
H 11.351242 18.298001 8.319198 0.399 -0.071 0.152 0.00
F 19.718093 12.110577 8.859610 0.880 0.017 -0.478 0.00
C 18.626785 11.987014 9.599587 0.582 0.550 -0.527 0.00
C 18.606833 11.109465 10.639018 -1.059 0.034 0.289 0.00
F 19.709390 10.405461 10.948797 -0.721 0.117 0.084 0.00
C 17.365561 11.019790 11.273314 0.937 -1.170 1.748 0.00
F 17.316737 10.116704 12.305966 -0.017 0.565 -0.876 0.00
C 16.246651 11.796830 11.009525 -0.564 -0.095 -0.225 0.00
S 14.689005 11.429314 11.731654 -0.109 0.325 0.624 0.00
C 16.349524 12.705968 9.954966 0.536 -0.325 0.303 0.00
F 15.254470 13.406286 9.618424 0.900 -0.130 -0.403 0.00
C 17.560146 12.785399 9.264510 -1.744 0.335 -0.419 0.00
F 17.644524 13.507490 8.132383 0.101 0.228 0.190 0.00
```
Positions in Å, forces in eV/Å.

Properties
Electronic energy   -152091.0119 eV
⟨S²⟩   0.751
HOMO energy (spin up / spin down)   -5.4 / -5.4 eV
Orbital gap (spin up / spin down)   0.2724 / 0.2724 Eh
2S+1   2
Net charge   -1
LUMO (spin up / spin down)   2.01 / 2.01 eV

---

(4)
Density functional theory data (wB97M-V/def2-TZVPD) for a 2-piece molecular cluster, C11H21NO7S2 overall at a distorted geometry.

Structure (XYZ):
```
42
Properties=species:S:1:pos:R:3:forces:R:3:mulliken_charge:R:1
C -4.330377 0.309008 0.473348 0.442 0.244 -0.440 -1.30
C -2.845729 0.589156 -0.017595 -1.459 -0.636 0.842 -0.18
C -1.921611 0.517133 1.243331 -0.043 0.188 -1.798 -1.10
C -0.530892 1.236440 1.119003 -0.256 -1.639 2.764 0.75
N 0.015368 1.188816 2.507094 -0.349 0.816 -0.561 -0.74
O 0.410221 0.403342 0.405236 -0.973 0.830 -1.556 -0.37
C 0.791713 1.108956 -0.721207 -0.447 0.657 3.437 0.50
O 1.039761 0.628932 -1.743816 0.996 -0.522 -2.069 -0.46
O 0.808442 2.458452 -0.362587 -0.615 -0.424 -0.335 -0.36
C -0.432572 2.583836 0.367653 0.387 0.065 -1.079 -0.19
S -0.521302 4.160915 1.298126 0.910 3.216 2.509 1.35
C -1.520989 5.288168 0.254582 0.135 -1.285 -1.102 -1.00
O 0.767289 4.805455 1.452191 -0.289 -1.041 -1.279 -0.65
O -1.188560 4.042000 2.585583 -0.664 -1.290 -1.265 -0.69
H -4.323249 -0.503923 1.231531 -0.143 0.576 -0.421 0.34
H -4.751760 1.250367 0.899611 0.226 -0.840 -0.087 0.30
H -4.981768 -0.006553 -0.372714 0.437 0.237 0.585 0.38
H -2.614067 -0.213426 -0.750112 0.273 0.755 0.327 0.29
H -2.879611 1.585261 -0.507017 0.343 -0.654 0.176 0.15
H -2.461127 0.892968 2.136605 0.383 0.075 -0.595 0.34
H -1.700919 -0.562695 1.428108 -0.035 0.831 -0.042 0.46
H -0.595415 1.747935 3.110113 0.331 -0.008 -0.151 0.32
H -0.144927 0.216111 2.786296 0.319 0.349 0.030 0.37
H -1.159167 2.725871 -0.463905 -0.228 -0.335 0.993 0.42
H -1.032476 5.270992 -0.749463 -0.290 0.211 0.721 0.34
H -1.522296 6.315381 0.664854 0.153 -0.861 0.107 0.37
H -2.537221 4.859986 0.132116 0.501 0.412 0.282 0.36
C 3.304867 -2.481868 -1.674973 0.099 -0.039 -0.055 -0.65
C 2.743365 -3.627582 -2.523027 -0.033 0.082 -0.078 -0.65
C 2.577824 -4.841634 -1.603033 0.058 -0.114 -0.496 -0.65
S 2.306255 -4.187135 0.045051 -0.126 0.240 -0.122 1.15
O 3.424224 -4.557321 0.876680 -0.188 -0.107 0.099 -0.67
O 0.942071 -4.441115 0.440287 0.167 -0.139 0.223 -0.67
C 2.472827 -2.464736 -0.398481 0.113 0.345 -0.192 -0.38
H 3.252418 -1.527181 -2.198735 -0.019 -0.023 0.049 0.32
H 4.353369 -2.679476 -1.435327 -0.038 0.031 0.024 0.34
H 1.770343 -3.337003 -2.927724 0.036 0.004 0.035 0.29
H 3.392465 -3.860323 -3.367869 -0.040 -0.013 0.033 0.35
H 1.725185 -5.453864 -1.890967 0.035 -0.047 0.194 0.35
H 3.480517 -5.451277 -1.577663 -0.040 0.028 0.143 0.35
H 2.944512 -1.917029 0.415429 -0.087 -0.135 0.098 0.43
H 1.472994 -2.071338 -0.586615 0.018 -0.040 0.054 0.11
```
Positions in Å, forces in eV/Å.

Properties
Electronic energy   -49238.6157 eV
HOMO energy   -10.2 eV
Orbital gap   0.3828 Eh
SMILES   CCC[C@@]1(N)OC(=O)O[C@@H]1S(C)(=O)=O.O=S1(=O)CCCC1
LUMO   0.26 eV